[1]
ORCA calculation (ωB97M-V/def2-TZVPD) on a single C26H22N2O6 molecule at a distorted geometry.

Structure (XYZ):
```
56
Properties=species:S:1:pos:R:3:mulliken_charge:R:1
O -0.86247 -4.57822 1.49288 -0.64
O 2.05413 -4.76787 1.67076 -0.58
O 3.62207 0.92803 -1.94878 -0.30
O -1.48240 2.61812 2.14304 -0.44
O -1.61947 -2.15969 -1.00076 -0.25
O 4.14719 -3.04871 0.87572 -0.73
N 2.64279 0.07912 -1.54973 -0.22
N 2.47506 -1.77992 -0.12828 0.27
C 1.83564 -3.67070 0.96370 0.27
C -1.95139 3.77613 1.47977 -0.49
C 4.78360 0.58772 -1.36305 0.22
C 0.68958 -3.13774 0.47177 -0.61
C -0.35020 0.59620 2.28769 -1.22
C -0.65791 -3.64911 0.73275 -0.12
C -3.09874 -3.00871 0.47591 -1.25
C -4.47966 -0.42283 -2.45689 -0.59
C -3.15637 -0.79512 -2.33984 -0.85
C 0.26031 -0.50872 1.73668 -0.21
C 1.02211 -1.85836 -0.25365 -0.29
C -0.77518 1.46679 0.09328 -0.36
C 2.98995 -2.81632 0.58385 0.97
C -5.14232 -1.76984 -0.55847 -0.82
C -0.15807 0.35591 -0.45096 0.14
C 5.99096 1.39137 -1.66771 -1.24
C -0.90711 4.89717 1.45348 -0.38
C -0.88105 1.60190 1.47439 0.56
C 4.58345 -0.49659 -0.56057 -0.43
C -2.83592 -1.66620 -1.30933 0.45
C 0.35806 -0.64440 0.35648 -0.48
C 0.26101 4.62518 0.51326 -1.02
C -5.45716 -0.90346 -1.58014 -0.51
C -3.81035 -2.16124 -0.41522 1.14
C -1.78735 -2.96280 0.08772 0.65
C 3.19883 -0.77333 -0.71952 0.59
H -0.08333 4.52543 -0.51382 0.26
H -2.80945 4.10425 2.07608 0.31
H 3.01384 -4.83341 1.83100 0.31
H -2.39926 -0.42956 -3.01443 0.45
H -0.53195 5.03148 2.46976 0.27
H -6.47987 -0.58414 -1.71420 0.40
H 6.84547 0.98625 -1.13519 0.32
H -0.06957 0.27086 -1.52193 0.82
H -1.16317 2.21782 -0.57550 0.33
H -0.43570 0.70707 3.35700 0.47
H 0.65953 -1.27524 2.38494 0.53
H -5.89712 -2.14143 0.11690 0.44
H 0.78091 3.71237 0.79435 0.24
H -4.77049 0.25560 -3.24470 0.41
H -1.41211 5.81787 1.15424 0.36
H 6.18971 1.37664 -2.73801 0.32
H -3.48555 -3.57138 1.30037 0.56
H 0.97013 5.44873 0.55515 0.38
H 5.28047 -1.03255 0.04519 0.45
H -2.30558 3.54847 0.47008 0.30
H 0.76580 -1.90601 -1.31736 0.53
H 5.83568 2.42716 -1.37015 0.31
```

Properties
SMILES: CCCOc1ccc([C@@H]2C(C(=O)c3cc4ccccc4o3)=C(O)C(=O)N2c2cc(C)on2)cc1
Maximum force: 1.56 eV Å⁻¹
Electronic energy: -42583.0722 eV
HOMO-LUMO gap: 7.7 eV

---

[2]
ORCA calculation (ωB97M-V/def2-TZVPD) on 2 unconnected molecules or ions with the total composition C6H17NO2 at a distorted geometry.

Structure (XYZ):
```
26
Properties=species:S:1:pos:R:3:mulliken_charge:R:1
O -0.04944 0.23187 3.81899 -0.55
O -0.01798 -1.55856 1.41241 -0.76
N -0.57945 -0.59075 -0.94053 -0.07
C -1.75746 0.25951 -0.97072 -1.09
C 0.80528 -0.49271 1.67505 0.43
C -0.68428 -1.67407 -1.90628 -1.09
C 1.36324 1.61462 -0.69307 -1.11
C 0.10132 0.61564 2.46848 -0.20
C 0.82042 0.37812 -1.38200 -0.69
H 0.58359 2.13561 -0.14094 0.25
H -0.88377 0.81669 2.02090 0.12
H -1.61236 -2.23282 -1.74497 0.38
H -2.65215 -0.32847 -0.74716 0.38
H -0.67636 -1.30911 -2.93832 0.38
H 0.14829 -2.36213 -1.76741 0.36
H -0.44252 -1.30769 0.33230 0.55
H 1.61492 -0.32180 -1.63770 0.35
H 1.72436 -0.80998 2.19498 0.33
H 2.19801 1.38376 -0.03599 0.41
H -1.66876 1.03824 -0.21417 0.29
H -1.89203 0.74635 -1.94663 0.39
H 0.67859 1.54331 2.46334 0.27
H -0.33309 -0.69228 3.80727 0.32
H 1.75281 2.28619 -1.46230 0.36
H 1.07289 -0.06769 0.66767 -0.56
H 0.38595 0.69814 -2.33318 0.56
```

Properties
SMILES: CCN(C)C.OCCO
Maximum force: 3.36 eV Å⁻¹
Electronic energy: -12080.1892 eV
HOMO-LUMO gap: 9.4 eV

---

[3]
ORCA calculation (ωB97M-V/def2-TZVPD) on a molecular structure, C43H44HoIN2O3PS4 at a distorted geometry.

Structure (XYZ):
```
99
Properties=species:S:1:pos:R:3:mulliken_charge:R:1
Ho 0.00899 -0.62454 0.35864 -0.18
I -2.72770 -0.35376 -1.13459 0.19
S 2.76120 -1.10462 -0.92880 0.41
S 0.14594 -0.75632 3.48162 0.46
S 2.33657 0.94371 1.67792 0.60
S 1.73247 -3.02730 1.61654 0.41
P 0.11644 1.81410 -1.51540 1.21
O -4.20329 -0.19610 6.67970 -0.49
O -5.44496 -2.02935 6.69906 -0.44
O -0.96500 1.40052 1.48128 -0.14
N -0.18393 -2.79530 -0.95509 0.91
N -1.74254 -2.26010 1.28999 1.49
C -1.15703 2.53781 -2.67602 1.38
C 3.46474 -2.91507 1.14377 -0.69
C 1.07328 5.44432 1.18517 -0.90
C 1.84401 3.58879 -0.13986 -0.39
C -1.38721 4.43082 -4.21288 -1.44
C -0.53807 -5.22677 -2.27515 -0.71
C -0.24123 5.13218 0.84205 -0.74
C -4.55357 -1.19975 6.13591 0.36
C 3.87803 0.24393 -0.53216 -0.38
C 3.95719 0.66187 0.92880 -1.41
C -1.85001 -3.37576 0.68629 -0.67
C 1.31238 0.39738 -3.50618 -0.90
C -1.26491 -4.92371 -1.12755 -0.89
C -2.66273 -3.06282 3.42556 -0.18
C -4.53949 0.81009 -4.73254 -1.01
C 0.53828 3.27186 -0.50021 0.93
C -0.74765 3.75833 -3.16122 -0.45
C 2.15530 0.13727 -4.57767 -0.60
C 0.67290 -2.37569 4.06220 -0.69
C -3.89891 -0.60337 3.81668 -1.19
C 3.59369 -2.59322 -0.33413 -1.28
C 0.35179 -4.28690 -2.75218 -1.38
C 1.90499 -2.97600 3.41075 -1.13
C 1.44025 1.56193 -2.75208 1.36
C 2.68067 0.46155 3.37962 -0.76
C -3.37744 -2.81954 4.59580 -0.88
C 1.38183 0.36598 4.16165 -1.27
C -4.02752 0.16477 -3.58940 -0.83
C 3.28600 2.21676 -4.16608 -0.71
C -4.00898 2.00592 -5.08969 -0.90
C 2.42608 2.48590 -3.10953 -0.56
C -2.56259 -2.06801 2.46992 -0.28
C -3.97118 -1.58398 4.80294 0.08
C -2.31644 1.92680 -3.26030 -0.05
C 2.11288 4.67526 0.69026 -1.07
C 3.15508 1.04243 -4.90011 -0.86
C -0.50382 4.06109 0.00318 -1.01
C -2.92100 2.58181 -4.38157 0.74
C 0.49525 -3.08576 -2.06719 -0.41
C -2.44193 3.83484 -4.82618 -0.83
C -2.98484 0.72095 -2.90576 0.68
C -3.19900 -0.84946 2.65492 -0.20
C -1.06203 -3.71074 -0.50718 0.57
H 3.94203 -3.87482 1.34584 0.59
H 3.94598 -2.16025 1.76447 0.21
H -5.35992 0.36634 -5.27989 0.45
H 3.53293 1.05776 -1.17119 -0.45
H 4.64365 -2.49705 -0.61390 0.65
H 4.46137 -0.09439 1.52757 0.65
H -0.47102 2.10059 1.93137 0.16
H -3.43533 -3.59097 5.35521 0.50
H 3.13724 4.92276 0.94061 0.54
H 2.67463 3.00530 -0.51824 0.42
H 0.93303 -4.46298 -3.64758 0.55
H 4.53485 1.58312 1.00654 0.68
H 2.80238 -2.41355 3.65417 0.46
H -2.93757 4.30680 -5.66596 0.44
H -1.52867 3.86216 -0.29283 0.56
H 4.86901 -0.03932 -0.88990 0.84
H -0.19823 -3.00888 3.89786 -0.02
H -3.15261 -0.09667 1.87670 0.14
H 3.17854 -3.40197 -0.93730 0.35
H 1.57537 0.06316 5.19118 0.62
H 0.80914 -2.30491 5.14215 0.70
H -1.01744 5.39260 -4.54144 0.50
H -4.48704 -0.75414 -3.25154 0.45
H -5.69340 -2.74467 6.09724 0.37
H -1.98822 -5.62109 -0.72368 0.59
H 3.81720 0.84712 -5.73379 0.45
H -2.56777 -4.12133 1.02786 0.70
H -1.85530 1.74886 1.33091 0.26
H -2.15947 -4.01499 3.29274 0.60
H 1.27967 6.29416 1.82303 0.46
H 2.04786 -3.99319 3.77520 0.65
H 0.13033 4.23380 -2.74082 0.34
H 0.50876 -0.30095 -3.28252 0.52
H 2.02894 -0.76269 -5.16632 0.53
H -4.40976 2.55208 -5.93487 0.42
H 1.17234 -2.32950 -2.44131 0.74
H -0.67815 -6.17174 -2.78421 0.50
H 3.32294 1.22699 3.81698 0.61
H 2.52421 3.42637 -2.58470 0.37
H 0.88745 1.33777 4.21266 0.42
H -1.05735 5.74416 1.20527 0.51
H -4.37705 0.35405 3.98114 0.50
H 3.22579 -0.47918 3.37443 0.14
H 4.04739 2.93827 -4.43268 0.52
```

Properties
2S+1: 5
Total charge: +3
Maximum force: 1.22 eV Å⁻¹
Electronic energy: -140938.2374 eV
HOMO-LUMO gap (spin up / spin down): 6.5 / 6.5 eV

---

[4]
ORCA calculation (ωB97M-V/def2-TZVPD) on a molecular structure, C26H39BN3O8S2V at a distorted geometry.

Structure (XYZ):
```
80
Properties=species:S:1:pos:R:3:mulliken_charge:R:1
V 0.33703 -0.41617 1.23814 -0.89
S 2.08613 -0.68376 2.58439 -0.59
S -1.41107 -1.24072 -1.38686 1.14
O 7.59110 -3.79041 0.35657 -0.46
O -2.64947 -0.59658 -1.79537 -0.74
O -2.31787 2.08731 -0.18932 -0.14
O -0.94333 0.25765 0.50410 3.98
O -0.58343 -2.10895 1.72713 -0.58
O -3.14633 0.52275 1.24448 -0.57
O 0.74434 -1.90975 0.04324 -0.69
O 6.15704 -5.46503 0.15681 -0.53
N -1.48092 -2.79110 -2.11873 -0.45
N -0.31221 0.63608 2.97674 -0.68
N 1.40855 1.25321 0.34290 -0.46
C 4.22822 -3.93821 1.67387 -0.94
C 0.90802 2.67292 2.32168 -1.31
C -4.23457 1.45269 1.07644 1.98
C -3.66194 2.53962 0.07568 1.58
C 5.27398 -3.40388 0.92168 0.55
C -0.05699 0.89532 -2.47616 -1.56
C 5.26274 -2.05040 0.59013 -0.93
C 0.94471 1.52826 -3.20057 -0.29
C 3.21744 -3.12164 2.13832 -0.37
C -4.39701 2.59653 -1.26007 -2.03
C -0.18489 -2.54322 0.62934 0.91
C 0.96411 2.57857 0.79136 -0.20
C -0.70494 -3.83144 -1.47324 -0.70
C -0.11853 -0.49007 -2.44933 0.83
C 6.36157 -4.32093 0.44643 0.47
C 3.22825 -1.76686 1.81925 0.70
C -4.58949 1.99555 2.46273 -1.95
C -5.42229 0.66267 0.52777 -2.05
C 1.90579 0.78924 -3.88232 0.92
C -0.78208 -3.80533 0.05792 -0.74
C 0.81841 -1.23824 -3.13986 -0.78
C -0.37149 2.09382 2.92784 0.06
C 1.82223 -0.59976 -3.84586 -0.90
C 4.24362 -1.23324 1.03318 -0.57
C 3.00592 1.44948 -4.64849 -1.60
C -3.56622 3.95890 0.64355 -2.01
B -2.11473 0.90906 0.45324 -0.88
H -4.34502 1.63353 -1.75487 0.29
H -1.21665 2.38423 2.30298 -0.21
H 0.97179 3.72359 2.60316 0.53
H -4.56205 4.36613 0.79008 0.43
H 1.76902 2.15069 2.74836 0.38
H 2.41541 1.17833 0.49680 0.35
H -3.73241 2.43588 2.96452 0.27
H -1.24555 0.23974 3.11803 0.21
H 0.34482 -3.70386 -1.75369 0.18
H -5.14929 0.16907 -0.39856 0.31
H 3.96886 1.25049 -4.18030 0.32
H 1.65509 3.34232 0.41207 0.62
H -5.69588 -0.10493 1.24780 0.47
H -4.94477 1.17099 3.07614 0.48
H -3.91871 3.33480 -1.89727 0.48
H -0.51582 2.49563 3.93936 0.59
H -2.45638 -3.01946 -2.26832 0.38
H -5.43090 2.88383 -1.11006 0.44
H 0.74693 -2.31053 -3.17419 0.47
H 7.64829 -2.88553 0.69255 0.33
H 6.04057 -1.62857 -0.03009 0.41
H 2.86459 2.52392 -4.70339 0.37
H 2.42313 -3.51258 2.75857 0.54
H -6.27578 1.31193 0.36347 0.43
H -3.02417 3.99057 1.58438 0.28
H 1.24287 1.17347 -0.66577 -0.34
H -1.81215 -3.89191 0.41333 0.31
H 2.54897 -1.19092 -4.38244 0.47
H 4.24385 -0.17667 0.80315 0.32
H -3.04004 4.58234 -0.07668 0.47
H 3.04943 1.05521 -5.66129 0.40
H -0.21773 -4.64535 0.46741 0.41
H 4.23327 -4.99021 1.91237 0.46
H -1.04779 -4.80074 -1.83999 0.54
H 0.26483 0.34325 3.77012 0.53
H -0.02671 2.77387 0.36920 0.11
H -5.37621 2.73831 2.38603 0.41
H 0.96777 2.60799 -3.24383 0.41
H -0.82488 1.46723 -1.97784 0.61
```

Properties
2S+1: 2
Total charge: +1
Maximum force: 4.43 eV Å⁻¹
Electronic energy: -96480.3085 eV
HOMO-LUMO gap (spin up / spin down): 7.1 / 7.8 eV